68
Properties=species:S:1:pos:R:3:forces:R:3:nbo_charge:R:1 method="wB97M-V/def2-TZVPD" total_charge=-2 s2=8.75 multiplicity=6 max_force_ev_per_a=7.13 orbital_gap_ev="3.4 / 3.6"
Mn 0.9817 0.7857 0.2890 0.67 2.46 0.97 1.520
C -2.3107 2.4427 -2.0595 1.43 0.62 1.37 -0.552
C -1.3362 2.5664 -1.0387 -1.13 0.03 -0.11 0.441
C -1.5984 3.6338 0.1218 -1.10 -1.17 0.05 0.433
O -0.8315 3.6139 1.0752 0.44 0.14 0.07 -0.624
C -2.8666 4.3032 0.1235 1.57 -0.57 -0.41 -0.575
C -3.7954 4.1508 -0.8964 -1.50 1.02 1.04 0.443
C -3.5010 3.1990 -2.0428 -0.15 -0.52 -1.95 0.414
O -4.2920 3.0495 -3.0021 -0.34 0.42 0.71 -0.686
O -4.9142 4.7284 -0.8343 0.13 -0.39 -0.65 -0.738
O -0.3740 1.7629 -0.9182 -0.28 0.31 -0.30 -0.798
H -2.1487 1.7886 -2.9080 0.02 -0.10 0.01 0.176
H -3.0936 4.8980 0.9984 -0.11 0.15 -0.09 0.190
C 2.7372 2.7043 1.0415 -6.74 2.29 -0.32 0.907
O 2.6896 1.9475 -0.0332 2.91 -0.63 -1.89 -0.965
O 2.8590 3.9676 1.0628 3.08 -0.94 -0.38 -0.794
O 1.8460 2.2267 1.8847 1.10 -1.70 1.90 -0.912
C -4.1387 -0.5993 -1.8420 -0.10 1.13 -0.41 -0.648
C -2.7556 -0.4984 -1.2387 0.20 0.19 -0.35 -0.068
O -2.4508 -1.7814 -0.6610 -0.32 -1.49 0.03 -0.520
C -1.2459 -2.0453 -0.1892 -0.95 1.74 -0.58 1.003
O -0.4197 -1.1954 -0.0024 0.69 -0.89 0.23 -0.632
O -1.1619 -3.3597 0.0335 0.24 -0.45 0.33 -0.508
C 0.0305 -3.8256 0.6603 0.38 -0.17 -0.45 -0.266
H -4.1170 -0.8880 -2.8952 0.12 -0.59 0.16 0.198
H -4.5109 0.4276 -1.9273 -0.16 -0.04 0.29 0.265
H -4.8384 -1.2074 -1.2730 0.07 -0.03 0.07 0.199
H -2.6385 0.2951 -0.5040 -0.12 -0.13 0.13 0.221
H -2.0443 -0.2798 -2.0343 0.23 -0.01 0.24 0.197
H 0.6502 -4.3519 -0.0709 -0.07 0.14 -0.21 0.170
H -0.2443 -4.5793 1.3951 -0.12 0.30 0.29 0.179
H 0.6234 -2.9986 1.0488 -0.19 0.00 0.27 0.224
C -1.2817 1.0002 2.7541 -0.11 0.11 -0.55 0.572
O -0.3708 0.6930 2.0297 -0.18 -0.60 0.21 -0.618
N -1.9931 0.0926 3.4825 -0.46 0.23 1.11 -0.447
C -3.0631 0.5445 4.3515 -0.40 -0.42 -0.64 -0.398
C -1.7023 -1.3019 3.4735 0.14 -1.36 -1.01 -0.423
H -1.6785 2.0222 2.8287 0.28 0.12 -0.05 0.169
H -2.9367 0.1255 5.3514 0.08 0.38 0.18 0.177
H -4.0345 0.1932 3.9817 0.03 -0.22 -0.02 0.181
H -3.1552 1.6278 4.3203 0.38 0.04 0.33 0.226
H -1.3344 -1.7973 4.3799 0.16 0.77 0.41 0.176
H -2.5606 -1.9298 3.1974 -0.34 0.41 -0.05 0.181
H -0.9725 -1.5118 2.6899 0.17 0.30 0.07 0.239
C 3.1638 -1.5371 0.7810 0.71 0.53 -0.13 0.554
O 2.2621 -0.7814 1.0539 -0.26 -0.98 0.24 -0.607
N 4.0954 -1.8941 1.6886 -0.35 -1.36 0.93 -0.427
C 5.2633 -2.7295 1.4474 -0.60 0.61 -0.08 -0.398
C 3.8481 -1.6340 3.0927 0.05 1.31 0.85 -0.433
H 3.3755 -1.9285 -0.2285 -0.15 0.05 -0.07 0.109
H 5.2276 -3.1790 0.4558 0.23 0.39 -0.18 0.203
H 5.3022 -3.5604 2.1535 -0.03 0.07 0.12 0.184
H 6.0995 -2.0498 1.6206 0.54 -0.56 -0.37 0.203
H 4.3592 -2.3478 3.7382 0.01 -0.24 -0.26 0.179
H 4.2022 -0.6407 3.3904 0.20 0.01 -0.20 0.228
H 2.8009 -1.5763 3.3904 -0.18 -0.34 -0.59 0.238
C 2.3108 -0.1051 -2.5741 0.23 0.90 0.37 0.554
O 1.4343 0.0352 -1.7511 0.07 -1.07 -0.37 -0.619
N 2.0752 -0.1202 -3.8991 -0.78 -0.74 -0.65 -0.428
C 3.1123 -0.1120 -4.9105 0.24 0.40 1.24 -0.399
C 0.7012 -0.0410 -4.3860 0.40 0.29 -0.30 -0.419
H 3.3753 -0.1211 -2.2880 0.04 -0.09 -0.10 0.124
H 4.0241 -0.4155 -4.3925 0.18 -0.04 -0.33 0.202
H 3.2552 0.9146 -5.2572 0.04 -0.09 -0.35 0.197
H 2.9045 -0.7858 -5.7397 -0.12 -0.05 0.04 0.188
H 0.4483 -0.9344 -4.9639 0.06 -0.03 -0.04 0.174
H -0.0167 0.0755 -3.5797 0.23 0.16 0.18 0.265
H 0.6696 0.8284 -5.0465 -0.41 0.00 -0.02 0.197